Formula: C27H19F5N6O4TeV
Source: OMol25
Level of theory: ωB97M-V/def2-TZVPD

Last column: natural (NBO) charge in e.
Geometry (Å):
Te  0.10  3.76  0.36  2.5697
V  0.54  -0.26  -0.43  1.4413
F  0.77  5.48  0.13  -0.6401
F  -0.46  4.08  -1.52  -0.7202
F  1.98  3.24  0.03  -0.7163
F  -1.65  4.64  0.79  -0.7316
F  0.57  4.11  2.23  -0.7092
O  -1.42  -3.04  -2.80  -0.6141
O  0.21  0.99  -1.25  -0.3741
O  0.05  0.49  1.23  -0.7278
O  4.54  -0.45  -1.67  -0.6113
N  -0.70  -2.00  0.47  -0.4425
N  -2.66  0.00  -0.61  -0.5074
N  2.34  -0.70  1.04  -0.4319
N  0.00  -1.45  -1.92  -0.6031
N  -2.78  2.21  -0.62  -0.5227
N  2.23  -0.48  -1.49  -0.5836
C  -2.56  1.10  0.12  0.3404
C  -0.68  1.03  3.39  -0.2895
C  -0.95  0.86  2.03  0.4204
C  1.94  -0.55  -2.86  0.1153
C  0.21  -1.26  -4.41  -0.2298
C  -2.24  1.17  1.56  -0.1855
C  -2.64  -3.84  1.16  -0.1603
C  -0.94  -2.41  -1.87  0.6455
C  -1.02  -2.20  1.75  0.0608
C  3.50  -0.47  -1.03  0.6446
C  -3.20  1.64  2.45  -0.1460
C  -1.34  -2.70  -0.46  0.1708
C  -2.95  0.44  -1.88  -0.1135
C  -1.65  1.48  4.26  -0.1843
C  2.28  -0.30  -5.21  -0.2194
C  2.75  -0.15  -3.92  -0.2069
C  -3.01  1.80  -1.91  -0.0730
C  -2.32  -3.63  -0.16  -0.2087
C  4.66  -0.53  2.55  -0.1459
C  3.43  -0.73  3.16  -0.2545
C  3.53  -0.52  0.47  0.1482
C  1.03  -0.85  -5.46  -0.2226
C  -2.92  1.78  3.80  -0.2549
C  0.67  -1.10  -3.11  0.1921
C  4.71  -0.43  1.17  -0.2060
C  -1.98  -3.11  2.14  -0.2051
C  2.29  -0.79  2.37  0.0873
H  -3.68  2.15  4.47  0.2071
H  -4.17  1.90  2.06  0.2128
H  0.34  0.88  3.73  0.2113
H  3.71  0.28  -3.72  0.2440
H  0.67  -0.96  -6.48  0.2039
H  3.33  -0.81  4.23  0.2213
H  -3.41  -4.56  1.44  0.2152
H  -2.79  -4.16  -0.98  0.2471
H  -2.21  -3.22  3.19  0.2161
H  1.32  -0.90  2.81  0.2073
H  -2.57  3.16  -0.32  0.4621
H  -0.52  -1.59  2.48  0.2129
H  5.63  -0.27  0.62  0.2491
H  5.56  -0.45  3.15  0.2172
H  -3.07  -0.26  -2.70  0.2065
H  -3.15  2.50  -2.71  0.2224
H  -1.40  1.63  5.31  0.2056
H  2.90  0.02  -6.04  0.2050
H  -0.76  -1.69  -4.59  0.2386

## Properties
Energy relative to the best compared isomer or geometry (same formula, charge and spin)   0.0 kJ/mol
Charge   -1
Multiplicity   1
Strongest force on any atom   0.67 eV/A
LUMO energy (alpha / beta)   1.1 / 1.1 eV
Orbital gap (alpha / beta)   6.9 / 6.9 eV